ORCA calculation (ωB97M-V with the def2-TZVPD basis set) on a molecular structure, C44H51AsBaClF4N3O4Si2Te.

Geometry (Å):
Ba (-0.32218, -0.71955, -0.18651)
Te (-1.97293, 2.45965, 0.89427)
As (3.37019, -1.62775, -0.84185)
Cl (-1.06900, 2.60198, -2.61749)
Si (-4.81182, 3.19132, -0.83042)
Si (-1.46067, 3.69027, 3.94316)
F (2.92482, -1.35069, 4.18114)
F (1.19670, 1.82315, 1.05906)
F (5.09827, 0.10609, 4.40683)
F (3.42216, 3.28057, 1.35457)
O (-4.52837, -6.06555, -3.98158)
O (-0.30797, -5.19490, -1.32323)
O (0.19445, -3.05833, -0.88374)
O (-6.01323, -4.36936, -4.15392)
N (-2.26005, -2.26071, -1.62258)
N (0.67959, -0.35865, 2.49453)
N (-1.79568, -2.15953, 2.02107)
C (4.32485, 1.75165, 2.91023)
C (7.82079, -3.28149, -0.65452)
C (5.93342, -2.18960, 0.35765)
C (3.28871, 2.14468, 2.07153)
C (-1.86121, 2.11762, 3.02216)
C (-1.62157, -3.59425, 1.82564)
C (1.77046, -2.38219, -5.17660)
C (7.08556, -3.45826, -1.81919)
C (4.11831, 0.56677, 3.59204)
C (-4.11133, 2.57401, 0.80695)
C (-4.93893, -4.90319, -3.80926)
C (-2.76625, 4.99725, 3.60963)
C (2.23425, -3.32296, -3.01017)
C (0.31558, -1.54673, 3.24830)
C (1.73347, -3.45962, -4.29740)
C (2.78933, -2.11168, -2.62249)
C (-3.89505, 4.71108, -1.41463)
C (-1.20229, -1.70560, 3.27860)
C (-0.56624, -3.99171, -1.31291)
C (2.31812, -1.16924, -4.78791)
C (4.54746, 2.39236, -1.63005)
C (0.22039, 4.28994, 3.39035)
C (-6.60009, 3.67098, -0.48556)
C (4.16543, 2.49288, -2.96276)
C (3.43283, 0.20377, -2.94617)
C (4.37027, 1.19564, -0.94834)
C (-0.15197, 0.93208, -2.72785)
C (-2.74631, -4.41200, -2.55055)
C (5.77938, -2.99308, -1.89968)
C (2.14380, 1.40893, 1.94182)
C (2.83986, -1.02756, -3.50655)
C (-4.77081, 1.82979, -2.09965)
C (-3.43204, -1.83471, -2.10260)
C (-1.42054, 3.33693, 5.78982)
C (7.24243, -2.64384, 0.43479)
C (2.96608, -0.18051, 3.48709)
C (1.86344, 0.21011, 2.67067)
C (-3.20776, -1.81194, 1.95372)
C (3.61045, 1.40550, -3.62124)
C (5.19717, -2.35080, -0.81273)
C (-3.96684, -3.96929, -3.03989)
C (-1.91938, -3.53665, -1.85735)
C (-4.30489, -2.63912, -2.81100)
C (3.82078, 0.10771, -1.60626)
H (0.22715, 4.48351, 2.31530)
H (0.50736, 5.21022, 3.90568)
H (2.31298, -0.33048, -5.47324)
H (-4.52030, 1.58443, 1.02356)
H (-5.33934, 0.96115, -1.75753)
H (0.98464, 3.53463, 3.59444)
H (-3.67316, -0.79183, -1.91272)
H (-4.41744, 3.24702, 1.61201)
H (-1.16042, 4.22571, 6.37024)
H (-6.65336, 4.48384, 0.24329)
H (-2.39193, 2.97729, 6.13912)
H (-3.62358, -2.15005, 1.00345)
H (-3.74035, 1.52581, -2.29902)
H (-0.56598, -3.85259, 1.76096)
H (5.20982, -3.12546, -2.81171)
H (-7.09029, 4.00802, -1.40297)
H (8.83971, -3.64425, -0.59413)
H (-2.83437, 4.49756, -1.55931)
H (-2.44297, -5.43709, -2.70570)
H (-2.08601, -3.89883, 0.88909)
H (2.13432, -4.13595, -2.30245)
H (-2.51804, 5.93569, 4.11228)
H (1.34393, -2.48502, -6.16680)
H (-3.78753, -2.27330, 2.77066)
H (-5.24732, -2.26883, -3.19096)
H (4.64652, 1.11912, 0.09744)
H (-4.30140, 5.05487, -2.36932)
H (4.95600, 3.25129, -1.11307)
H (4.28298, 3.43325, -3.48705)
H (-1.05263, 1.39041, 3.14864)
H (0.79818, 1.28517, -3.14618)
H (1.27083, -4.39222, -4.59377)
H (7.53014, -3.95957, -2.67053)
H (0.64130, -1.50315, 4.29346)
H (-1.62895, -0.72927, 3.51598)
H (-3.32394, -0.72683, 2.01995)
H (-0.68830, 0.48941, -3.57707)
H (-5.20126, 2.16005, -3.04803)
H (0.76655, -2.45642, 2.82547)
H (-0.68024, 2.56321, 6.00833)
H (-2.83587, 5.19575, 2.53737)
H (-3.74977, 4.67786, 3.96458)
H (5.22647, 2.33249, 3.02301)
H (-7.17000, 2.82553, -0.09315)
H (5.47836, -1.70620, 1.21651)
H (7.80694, -2.50736, 1.34911)
H (-2.79179, 1.64003, 3.33805)
H (-2.08051, -4.16497, 2.65022)
H (-3.99171, 5.52539, -0.69127)
H (-1.46631, -2.39538, 4.10028)
H (3.29751, 1.50469, -4.65348)

The calculation puts the frontier orbital gap at 5.981 eV. For the total energy, the calculation gives -167095.3796 eV. As for the highest occupied orbital energy: -2.654 eV. Its charge is -2. As for the lowest unoccupied orbital energy: 3.3263 eV.